(1)
Formula: C42H37BCl5N10O3Rb
Source: the OMol25 dataset
Level of theory: ωB97M-V/def2-TZVPD

```
99
Properties=species:S:1:pos:R:3:forces:R:3
H -8.259 -4.689 -2.458 -0.04 -0.06 0.02
C 3.709 -3.811 -0.301 0.06 -0.11 -0.20
C 2.422 1.645 3.481 0.11 -0.04 0.29
N 0.795 3.467 -2.286 0.02 0.59 -0.18
C -5.865 -1.688 -1.895 -0.28 -0.35 0.05
H 3.038 5.107 0.743 -0.08 0.18 -0.09
H -8.511 -2.668 -3.808 0.00 0.05 -0.07
H -3.832 3.358 -2.577 0.01 0.01 -0.06
O -3.520 1.401 -2.837 0.21 -0.67 0.02
C 0.509 2.062 -3.861 0.03 0.10 -0.11
H -0.509 -2.364 -4.875 0.06 -0.07 0.00
C -3.564 -0.722 1.663 0.51 -0.18 0.18
C -1.145 -1.589 -4.471 0.05 -0.06 -0.24
C -6.602 -3.920 -1.331 -0.16 -0.12 -0.07
Cl 4.166 -4.386 -1.881 -0.02 0.03 -0.05
Cl 2.094 -2.069 -1.542 -0.11 0.12 -1.04
C -2.365 -0.661 -2.596 -0.29 0.17 -0.58
C -0.867 4.818 0.736 -0.16 0.16 0.12
H -7.665 0.560 -5.162 -0.04 -0.05 -0.01
N -2.717 -0.734 -1.278 0.25 0.20 0.74
O -5.788 -0.610 2.595 0.82 0.12 -0.22
C -2.740 0.424 -3.425 -0.04 0.01 0.26
H 0.459 1.099 -4.333 -0.02 -0.20 0.04
C 3.028 2.768 4.018 -0.11 0.21 0.23
C -2.178 -0.901 1.694 -0.28 0.07 0.22
N 1.151 1.610 3.118 -0.11 -0.29 -0.17
Cl 4.618 -4.709 3.479 0.04 -0.04 0.10
C -7.728 -2.708 -3.064 -0.07 0.10 -0.12
Rb 0.225 -0.098 0.049 -0.26 0.41 0.13
H 4.065 2.742 4.314 0.14 -0.04 -0.01
C -7.592 -3.856 -2.291 -0.07 -0.16 0.05
H -0.604 2.632 2.968 -0.10 0.13 -0.10
C -3.816 -0.767 4.056 -0.40 0.05 0.14
C 3.067 4.043 0.603 0.41 0.11 0.15
N -0.328 3.907 -0.094 -0.08 0.65 0.22
H 3.879 0.913 0.731 -0.03 -0.25 -0.01
Cl 5.417 -5.692 0.643 0.16 -0.16 -0.04
C 4.278 -4.407 0.818 -0.02 0.02 -0.04
N -5.056 -0.607 -1.704 0.13 0.64 -0.15
C 0.513 4.191 -3.384 -0.10 0.25 -0.31
C 0.318 3.325 -4.438 -0.01 0.18 -0.08
H 0.087 3.569 -5.461 -0.01 0.03 -0.03
C 0.950 3.901 3.765 0.19 0.16 0.02
N -1.114 2.843 -0.183 0.01 -1.02 -0.45
H -1.296 -0.519 -6.329 0.06 0.01 -0.04
C -2.438 -0.920 4.145 0.12 -0.07 0.26
C -3.909 -0.627 -0.835 0.03 -0.24 -0.76
C 2.374 -2.288 1.106 0.53 -0.47 -0.16
C -1.667 -1.017 3.002 -0.09 0.05 -0.15
C 2.790 -2.784 -0.130 0.04 -0.04 1.13
C -3.443 2.702 -3.356 -0.03 0.37 -0.17
C 2.283 3.929 4.154 -0.10 -0.24 0.04
H -2.412 2.988 -3.578 0.02 -0.06 0.01
C -1.576 -0.557 -5.285 0.04 0.02 -0.04
C -1.529 -1.636 -3.145 -0.13 0.09 0.13
C 3.910 -3.961 2.079 0.03 -0.05 -0.01
H -4.962 -2.909 -0.398 0.09 -0.01 0.11
H -5.031 0.079 -2.446 0.09 -0.01 0.11
H -4.422 -0.711 4.953 0.00 -0.02 -0.05
H -5.276 -0.520 0.595 0.13 0.04 -0.22
H 2.738 4.826 4.559 -0.07 0.02 -0.04
H -6.226 -2.014 4.048 -0.02 0.06 -0.04
H 0.327 4.783 3.833 -0.05 -0.03 0.00
N -4.278 -0.584 0.447 -0.86 0.13 0.33
H -7.626 -1.204 -5.414 -0.01 0.03 0.04
Cl 2.542 -2.421 3.782 -0.18 0.28 0.67
N 0.783 2.172 -2.576 0.09 -1.04 0.31
H 4.833 3.297 1.689 0.08 0.02 0.09
H -4.062 2.807 -4.259 0.08 0.03 0.05
H -2.654 1.286 -5.382 -0.03 0.09 0.02
H -7.589 -1.244 3.191 0.02 0.02 0.09
H -2.758 4.773 1.881 -0.04 0.09 0.09
H -6.696 -0.340 4.440 0.02 -0.08 -0.04
O -6.943 -0.458 -3.606 0.33 -0.32 0.54
C -2.355 0.461 -4.751 -0.10 0.08 -0.12
C -6.881 -1.635 -2.878 0.09 0.24 -0.08
H 1.231 5.234 -0.988 0.02 0.23 0.04
C -2.161 3.061 0.589 -0.11 0.16 0.07
H -6.486 -4.810 -0.730 0.03 -0.08 0.05
B 0.987 4.063 -0.884 -0.14 -0.57 0.03
N 2.387 2.092 -0.122 -0.32 -1.00 -0.26
C 3.481 1.900 0.589 0.24 0.18 0.01
H 0.456 5.262 -3.349 0.05 0.17 0.08
C -2.061 4.314 1.205 -0.06 0.19 0.11
C -7.827 -0.408 -4.688 -0.15 0.02 -0.19
C 3.966 3.116 1.081 0.09 0.25 -0.16
C -6.602 -1.074 3.627 -0.23 -0.07 0.22
C 0.434 2.715 3.260 -0.20 0.12 0.03
H -0.604 -1.188 3.129 0.20 0.02 0.08
C -5.748 -2.851 -1.133 0.05 0.14 -0.13
C -4.389 -0.692 2.801 -0.24 -0.08 -0.14
H -8.874 -0.475 -4.366 0.06 -0.01 -0.01
H -1.198 -2.437 -2.500 0.01 -0.04 0.07
N 2.140 3.395 -0.125 0.23 0.56 0.02
H -1.988 -0.983 5.131 0.06 0.00 0.03
H 2.971 0.724 3.352 0.12 -0.14 -0.05
H -0.377 5.754 0.928 0.11 0.13 -0.01
H -2.945 2.331 0.662 -0.10 -0.26 0.04
C 2.982 -2.932 2.179 -0.22 0.23 -0.61
```
Positions in Å, forces in eV/Å.

Values from the calculation:
Kohn-Sham gap: 5.0 eV
HOMO energy: -1.4 eV
2S+1: 1
total charge: -2

---

(2)
Formula: C42H37BiClI2N10O3
Source: the OMol25 dataset
Level of theory: ωB97M-V/def2-TZVPD

```
96
Properties=species:S:1:pos:R:3:forces:R:3
H 4.212 -2.228 3.201 0.00 0.00 0.00
H -1.995 -2.754 2.414 0.00 -0.01 -0.01
H 3.365 3.534 0.829 0.00 0.00 0.00
C 1.494 -3.116 -4.476 0.01 0.00 -0.01
H 1.610 -0.076 3.513 0.00 0.02 -0.02
H -4.286 -1.972 -4.214 0.00 -0.01 0.00
C 3.422 1.747 7.319 0.00 0.00 0.00
N 2.172 -1.374 0.950 0.03 -0.05 0.00
O 0.511 0.183 -3.220 0.01 0.01 -0.01
C 3.278 1.683 5.952 0.00 0.00 0.00
H -0.675 -0.410 1.812 0.01 0.00 0.00
N 0.545 3.776 1.849 0.00 0.00 -0.01
C -2.922 -3.426 -3.497 0.01 0.02 0.00
C 0.214 -0.776 -5.351 0.02 -0.04 0.01
N 3.434 -2.146 2.569 0.02 0.01 0.00
Bi 1.121 0.118 -1.079 -0.05 0.05 0.05
C -2.194 2.040 3.650 0.01 0.00 0.00
N -3.813 -2.298 -3.384 0.01 0.01 -0.03
H -0.052 4.871 -3.498 0.00 0.00 0.00
H 1.051 -0.886 5.763 0.00 0.00 0.00
C 0.415 -1.856 -6.232 -0.04 0.01 0.01
C -0.880 0.567 2.232 0.00 0.00 0.00
C -4.464 -2.295 0.171 -0.01 -0.01 0.01
C 2.106 -4.263 -3.929 0.01 0.00 0.03
H 1.320 -0.766 8.216 0.00 0.00 0.00
H 0.054 -1.773 -7.249 0.01 0.00 0.00
H -4.837 3.231 -3.435 0.00 0.00 0.00
H -2.925 4.692 -4.020 0.00 0.00 0.00
H 2.486 -3.146 -0.770 0.00 0.01 0.02
C -2.489 -2.565 1.466 0.03 0.03 0.03
C -2.459 1.574 -1.670 0.01 0.00 0.01
Cl 2.896 0.939 9.843 0.00 0.00 0.00
H 2.782 1.341 3.294 0.02 0.01 0.03
H 2.265 4.697 0.109 0.00 0.01 0.00
C 1.326 3.023 1.029 0.04 0.01 0.04
C 2.247 -2.832 2.647 0.00 -0.01 0.01
C 0.560 3.300 -2.234 -0.01 -0.02 0.05
C 2.034 3.565 -2.195 0.00 0.00 -0.03
C -0.100 1.670 1.894 0.01 -0.01 0.05
N 1.661 -2.061 -2.293 0.02 -0.04 -0.05
C 1.720 -0.154 6.202 0.00 0.00 0.00
H -1.606 -1.939 -1.597 -0.01 -0.01 0.02
H -2.556 -0.061 3.393 0.00 0.00 0.00
H 2.929 -5.153 -2.168 0.00 0.00 0.00
C -1.559 3.492 -2.839 0.00 0.00 0.00
C 3.340 -1.278 1.542 -0.02 0.02 0.00
H -5.539 -2.243 0.057 0.00 0.01 0.00
O -5.251 -0.978 -2.256 0.04 -0.01 -0.01
H -3.231 -4.004 -4.371 0.01 0.01 0.00
H -3.020 2.156 4.339 0.00 0.00 0.00
I 1.282 -4.557 -7.184 0.00 0.00 0.00
C -1.432 3.143 3.318 -0.01 0.00 0.00
N -0.298 4.063 -2.953 0.00 0.00 0.00
C -3.648 -2.091 -0.935 -0.01 0.00 -0.01
C 1.042 -2.999 -5.818 -0.01 0.00 -0.01
C 2.452 3.622 0.235 0.01 -0.01 0.00
C -1.924 0.772 3.111 -0.01 0.00 0.00
N 0.996 1.762 1.043 -0.02 0.00 -0.03
H -2.332 0.723 -1.011 0.00 0.01 0.00
H 3.650 2.825 -1.216 0.01 0.00 0.00
O -1.558 -3.081 -3.579 0.01 -0.03 -0.01
N 2.666 2.955 -1.040 -0.02 -0.01 0.03
C 2.423 0.730 5.343 0.02 -0.01 0.01
C 1.476 -2.348 1.636 -0.03 0.00 -0.01
C 1.862 -0.091 7.568 0.00 0.00 0.00
H 2.281 -5.124 -4.560 0.00 0.00 0.00
H 2.475 3.125 -3.093 0.01 0.01 0.00
C 2.465 -4.283 -2.610 0.00 -0.01 -0.02
N -0.039 2.303 -1.642 0.01 -0.04 -0.09
H -3.015 -4.054 -2.614 0.00 0.00 0.00
C -3.692 1.899 -2.199 -0.01 0.00 0.00
C -2.270 -2.114 -0.757 0.04 0.01 0.00
H 3.828 2.373 5.323 0.00 0.00 0.00
N -1.691 -2.331 0.425 -0.06 -0.05 0.00
H 2.202 4.651 -2.249 -0.01 0.00 0.00
H 4.077 2.476 7.775 0.00 0.00 0.00
C -1.381 2.388 -2.007 0.00 0.03 0.01
H 2.069 -3.587 3.392 0.00 0.00 0.00
C -0.389 2.928 2.425 -0.01 0.02 -0.02
H -4.549 1.280 -1.973 0.01 0.00 0.00
H 0.623 4.768 1.994 0.00 0.00 -0.01
C 0.667 -0.812 -4.044 -0.02 0.01 0.00
H 0.477 -2.628 1.335 0.02 0.01 0.00
C -4.303 -1.742 -2.239 -0.04 0.01 0.03
C -3.874 -2.558 1.392 0.00 0.01 0.01
H -4.468 -2.743 2.276 0.00 0.00 0.00
H -1.386 -2.622 -4.411 -0.02 0.01 -0.04
I -0.827 0.909 -5.978 0.00 0.02 0.00
H -1.646 4.120 3.729 0.00 0.00 0.00
C -2.795 3.833 -3.374 0.00 0.00 0.00
C 2.272 0.655 3.956 -0.02 0.01 0.00
C 1.299 -2.023 -3.604 0.01 0.01 0.01
C 2.219 -3.153 -1.818 -0.01 0.02 0.00
C -3.854 3.012 -3.040 0.00 0.00 0.00
C 2.715 0.859 8.126 0.00 0.00 0.00
H 4.134 -0.602 1.271 0.00 -0.01 -0.01
```
Positions in Å, forces in eV/Å.

Values from the calculation:
Kohn-Sham gap (alpha / beta): 6.7 / 5.8 eV
HOMO energy (alpha / beta): -9.2 / -9.1 eV
2S+1: 1
total charge: +1

---

(3)
Formula: C42H37Cl2IMnN2O3Si
Source: the OMol25 dataset
Level of theory: ωB97M-V/def2-TZVPD

```
89
Properties=species:S:1:pos:R:3:forces:R:3
H 1.496 -2.296 2.319 0.01 -0.06 0.02
C 0.514 -1.470 6.402 -0.01 0.01 -0.06
C -3.089 -1.224 1.118 -0.01 0.14 0.04
C 1.934 0.552 5.136 -0.03 -0.04 0.03
Mn -1.149 -0.901 -0.593 -0.16 -0.13 0.58
H -2.256 -3.794 -5.880 0.00 0.01 0.05
C 0.578 -0.253 -4.963 0.04 -0.01 -0.05
H 2.496 1.348 4.655 -0.05 -0.07 0.05
N 0.843 -1.904 0.346 -0.44 -0.27 0.24
C -0.919 -2.180 -5.580 0.07 0.03 -0.13
C -5.451 -0.960 0.758 -0.02 0.03 0.02
H -0.046 -2.259 6.892 0.03 0.04 -0.02
C -5.237 0.388 0.472 0.07 0.00 -0.03
C -2.174 -3.238 -3.802 -0.03 -0.11 -0.19
C -1.431 0.599 0.850 -0.05 0.11 -0.07
C 1.836 2.450 1.425 0.08 0.03 -0.03
C 0.728 -1.690 1.813 0.23 -0.02 -0.27
H 0.883 -0.094 -5.990 -0.03 -0.02 0.05
H -0.356 -3.626 0.375 -0.01 0.02 0.01
H 5.537 1.404 1.821 -0.10 0.04 -0.02
C 1.378 -0.666 7.137 0.00 -0.01 -0.04
O -1.903 -2.428 -1.560 0.05 -0.02 -0.62
C 2.135 1.188 1.944 0.17 0.09 -0.06
H -4.525 -2.806 1.317 0.02 0.01 -0.02
H -1.560 0.103 2.945 -0.03 0.00 0.02
H 1.745 1.349 -4.159 -0.06 -0.08 0.02
H 3.747 -0.140 2.496 -0.04 0.12 -0.03
Cl -3.317 -4.446 -3.324 0.01 -0.02 -0.05
H 2.904 -1.930 0.719 0.00 0.03 0.03
O -1.352 1.975 0.298 0.04 -0.02 -0.02
H 4.973 3.634 0.890 -0.06 -0.05 0.02
C -1.449 3.445 -1.534 0.11 -0.01 0.08
C -0.700 -1.432 -3.308 -0.05 -0.08 0.19
O -2.012 1.138 -1.663 -0.13 -0.25 -0.12
H -3.425 3.557 -2.355 0.09 0.04 0.01
H 2.184 -1.494 -2.207 0.03 0.00 0.04
C 2.851 3.326 1.046 0.00 -0.03 -0.02
H 2.758 0.976 7.074 -0.03 -0.03 -0.03
H 3.756 -1.757 -1.479 0.01 0.00 -0.03
C 2.086 0.345 6.503 -0.02 -0.01 -0.03
C 0.364 -1.258 5.038 0.04 0.04 0.02
H 1.015 0.911 -1.817 0.00 0.03 -0.03
H 1.497 -0.829 8.202 -0.01 0.01 -0.05
C -0.926 0.715 2.297 0.00 0.39 -0.19
C 2.222 -1.514 -0.040 -0.13 -0.10 -0.11
C -2.475 4.067 -2.229 -0.10 -0.01 -0.16
C 0.641 0.303 -2.636 0.17 0.25 0.02
C 1.026 -3.838 -1.263 0.06 0.09 -0.07
H 0.838 -4.912 -1.315 0.00 -0.02 -0.02
H -6.079 1.025 0.225 0.02 0.00 0.02
C -2.858 0.126 0.822 0.09 0.00 0.31
Cl -0.500 -2.074 -7.270 -0.03 0.00 0.10
C 1.053 0.539 -3.957 0.12 0.14 -0.02
C 0.676 -3.367 0.132 -0.03 0.01 0.09
C -1.053 5.952 -2.627 0.03 0.07 -0.01
C 3.483 0.833 2.083 0.02 0.05 -0.02
H 1.331 -3.891 0.848 -0.02 -0.01 0.02
C -4.376 -1.760 1.083 0.09 -0.08 -0.07
N -0.197 -0.648 -2.313 0.35 0.17 -0.58
C -1.638 2.073 -0.982 0.02 0.13 0.18
C -2.285 5.331 -2.772 -0.02 -0.10 0.03
H -2.262 -1.858 1.433 0.03 -0.02 0.03
C 2.481 -3.512 -1.572 0.00 -0.01 0.00
H 2.598 4.305 0.649 0.05 -0.09 0.05
H 3.138 -4.071 -0.894 -0.03 0.03 -0.02
H -3.819 1.973 0.279 -0.04 -0.03 0.02
C -1.810 -3.121 -5.159 -0.17 -0.17 0.05
I -0.758 7.854 -3.436 0.00 -0.02 -0.01
C 4.182 2.951 1.182 -0.07 0.00 0.00
H -3.087 5.820 -3.309 0.03 -0.01 0.04
H 2.735 -3.812 -2.591 0.03 -0.01 0.03
H 2.303 -0.430 0.019 -0.02 0.01 -0.03
H -0.234 -2.095 2.149 0.04 -0.02 -0.05
H 0.799 2.757 1.316 0.09 -0.05 0.03
C -0.330 -1.289 -4.656 0.02 0.07 0.04
C 4.499 1.700 1.704 -0.02 -0.01 0.00
C -1.641 -2.407 -2.839 -0.03 0.16 0.43
C -0.012 5.334 -1.949 -0.03 -0.10 0.02
C 1.073 -0.246 4.376 0.03 -0.02 0.21
C -0.219 4.078 -1.394 0.03 0.14 0.09
C 2.697 -2.013 -1.399 -0.07 -0.06 -0.06
Si 0.786 0.051 2.548 -0.16 -0.03 0.09
H -1.052 1.748 2.656 -0.01 -0.16 -0.01
C -3.962 0.921 0.496 -0.19 -0.04 -0.04
H -0.324 -1.894 4.482 0.08 0.07 0.08
H 0.371 -3.364 -1.996 0.08 -0.08 0.08
H -6.453 -1.372 0.736 0.05 0.03 -0.01
H 0.581 3.594 -0.844 -0.05 0.00 -0.05
H 0.950 5.822 -1.853 -0.06 -0.02 0.00
```
Positions in Å, forces in eV/Å.

Values from the calculation:
Kohn-Sham gap (alpha / beta): 7.3 / 7.2 eV
HOMO energy (alpha / beta): -7.4 / -7.3 eV
<S²>: 1.21
2S+1: 2
total charge: 0

---

The evaluated energy for the records listed, in turn: -129142.739, -99758.659, -125621.449 eV.
The evaluated relative energy (zero: lowest compared OMol25 entry of this formula, charge and spin) for the records listed, in turn: 0.983, 2.255, 0.294 eV.